A cluster of 2 separate species, C5H12O2 in total. Source: the OMol25 dataset; level of theory: wB97M-V/def2-TZVPD.

- energy above the lowest of the compared OMol25 structures with the same formula, charge and spin (kcal per mole) = 42.70
- strongest force on any atom (hartree/bohr) = 0.0262
- multiplicity = 2
- total charge = -1
- frontier orbital gap (spin up / spin down) (eV) = 5.8169 / 5.8032

```
19
Properties=species:S:1:pos:R:3:forces:R:3:nbo_charge:R:1
O 0.568941 0.352704 -3.472344 0.88 0.03 0.51 -0.950
C 1.817746 0.347415 -2.930110 -1.08 -0.01 -0.73 -0.037
C 1.874792 0.530393 -1.415254 0.11 0.66 -0.02 -0.102
O 1.376078 -0.626756 -0.748505 0.08 -0.49 0.76 -0.478
C 1.619171 -0.701235 0.574637 -0.07 0.12 -0.53 -0.157
H 2.484359 1.167347 -3.321356 0.07 0.05 0.08 0.067
H 2.395311 -0.592738 -3.139785 0.07 0.00 0.10 0.080
H 1.260059 1.401584 -1.122602 0.07 -0.25 -0.11 0.158
H 2.913074 0.706563 -1.081732 -0.07 -0.12 -0.01 0.132
H -0.896405 -0.016820 1.583087 -1.22 0.28 0.49 0.231
H 1.985850 0.193217 1.091165 -0.15 -0.53 -0.05 0.143
H 1.392437 -1.671092 1.021140 0.09 0.53 0.00 0.154
C -1.888645 0.300853 2.038736 1.24 0.01 -0.25 -0.618
C -3.046089 -0.583778 1.600767 -0.19 -0.18 -0.24 -0.608
H -1.756422 0.287069 3.130990 -0.09 0.02 -0.25 0.186
H -2.048763 1.346156 1.739600 0.05 -0.26 0.03 0.200
H -3.008771 -1.566605 2.092001 0.00 0.22 -0.17 0.193
H -3.028351 -0.750710 0.511803 0.00 0.06 0.38 0.218
H -4.014372 -0.123567 1.847761 0.22 -0.15 -0.02 0.189
```
Positions in Å, forces in eV/Å.